# C3H10NO2

2 unconnected molecules or ions with the total composition C3H10NO2 (ωB97M-V/def2-TZVPD, the Open Molecules 2025 dataset).

Output
total charge: +1
M: 92.118 g/mol
ΔE to the lowest compared entry with this formula, charge and spin: 60.0 kcal per mole

The geometry in XYZ format:
```
16
Properties=species:S:1:pos:R:3:forces:R:3
H -0.74483 0.10084 -0.63914 0.666 1.196 1.361
H -0.61375 1.33924 1.79108 -0.169 -1.315 -0.446
N -0.10005 -0.02774 0.19560 1.311 3.085 1.661
H 1.16040 -1.43283 0.89575 -1.671 -1.043 -2.086
H -0.72252 2.80834 -1.56443 1.536 -1.063 1.095
H -0.53216 -1.92762 0.33513 -1.958 -2.060 1.158
C 0.56792 -1.66249 -1.31561 -0.254 -1.113 -3.042
O 0.24431 -0.79915 -2.12445 0.853 -1.636 0.679
H 0.16922 -0.08759 2.45205 -0.223 -0.531 -1.190
O -0.04563 2.26566 -1.03869 0.875 3.079 -0.806
H 0.77390 2.89378 -0.96635 -2.363 -1.553 -0.394
C 0.28933 -1.37669 0.07995 4.801 0.354 2.695
H -1.49189 -0.21617 1.66259 -0.895 -0.457 0.932
C -0.52655 0.21809 1.64082 -0.728 2.531 -0.356
H 0.72030 0.67268 0.18873 -1.640 -1.506 -1.486
H 0.85200 -2.76837 -1.59304 -0.139 2.032 0.227
```
Positions in Å, forces in eV/Å.

# C3H10NO2

2 unconnected molecules or ions with the total composition C3H10NO2 (ωB97M-V/def2-TZVPD, the Open Molecules 2025 dataset).

Output
total charge: +1
M: 92.118 g/mol
ΔE to the lowest compared entry with this formula, charge and spin: 37.6 kcal per mole

The geometry in XYZ format:
```
16
Properties=species:S:1:pos:R:3:forces:R:3
H -0.96762 1.96374 -1.39579 -0.371 -0.401 0.136
H 2.39142 -0.76578 -1.65964 -1.348 -0.479 1.335
C 1.49195 -1.01431 -0.99198 -1.239 -0.377 -3.975
H -1.32182 -2.60972 0.18831 -0.745 2.143 0.740
C 0.21243 0.81571 -0.07453 -1.884 2.631 3.355
N 0.26643 0.46856 1.18565 -0.629 -0.594 1.462
O 0.65074 0.18461 -1.01584 1.877 -2.052 -3.813
C -0.46857 2.07425 -0.43496 0.670 3.769 -1.535
H 0.45512 -0.53404 1.43900 -0.408 1.590 -0.133
H -1.98195 -1.12961 0.49523 -2.394 0.633 -0.666
H 1.66841 -1.24277 -0.01111 1.068 -0.777 2.255
H 0.83531 -1.84529 -1.48061 1.385 1.551 0.861
H -0.32997 1.05077 1.82823 1.230 -1.117 -0.764
H -1.10125 2.69648 0.23757 0.248 -1.431 0.157
H 0.25091 2.94651 -0.76695 -0.470 -2.016 0.728
O -1.26138 -1.69239 0.59824 3.009 -3.075 -0.142
```
Positions in Å, forces in eV/Å.

| no. | frontier orbital gap (eV) |
| --- | --- |
| 1 | 11.4 |
| 2 | 12.8 |